A cluster of 4 separate species, C20H38ClF9NO3S3 in total, computed with ωB97M-V with the def2-TZVPD basis set.

Geometry as ORCA input:
```
! wB97M-V def2-TZVPD RIJCOSX def2/J DEFGRID3
* xyz 1 1
C 3.210 -0.423 0.892
C 3.203 0.141 -0.679
C 3.645 -0.980 -1.823
C 2.856 1.578 -1.022
C 3.089 2.730 0.120
C 2.242 4.115 -0.100
C 0.700 3.920 -0.616
C 0.552 3.760 -2.264
C -0.145 2.733 0.136
C -1.584 3.198 0.770
N -2.605 3.682 -0.234
Cl -3.468 5.036 0.444
C -3.492 2.609 -0.823
F -4.111 3.219 -2.059
F -2.655 1.473 -1.338
C -4.746 2.140 0.121
F -5.928 3.045 -0.140
F -4.499 2.204 1.579
C -5.301 0.614 -0.275
F -5.357 0.389 -1.751
F -6.743 0.612 0.179
C -4.567 -0.587 0.563
F -3.155 -0.330 0.929
F -5.406 -1.042 1.735
F -4.541 -1.781 -0.362
H 2.134 -0.667 1.287
H 3.777 0.376 1.562
H 3.862 -1.416 0.979
H 3.329 -0.691 -2.913
H 3.184 -2.026 -1.480
H 4.823 -1.117 -1.709
H 2.481 1.750 -2.123
H 4.268 2.901 0.202
H 2.776 2.318 1.196
H 2.170 4.637 0.971
H 2.773 4.907 -0.803
H 0.134 4.940 -0.360
H 1.415 4.334 -2.809
H -0.475 4.230 -2.635
H 0.505 2.606 -2.527
H 0.494 2.307 1.050
H -0.221 1.824 -0.626
H -1.946 2.341 1.479
H -1.348 4.130 1.477
H -2.051 4.086 -1.049
C -1.632 -4.098 3.411
S -1.716 -4.790 1.741
O -0.308 -4.965 1.255
C -2.381 -3.302 0.958
H -1.204 -4.850 4.078
H -0.998 -3.208 3.415
H -2.638 -3.844 3.752
H -1.701 -2.461 1.114
H -3.363 -3.074 1.381
H -2.484 -3.489 -0.114
C 2.786 3.028 -7.056
S 1.722 2.583 -5.662
O 2.611 2.308 -4.487
C 1.197 0.987 -6.333
H 3.258 3.989 -6.840
H 3.558 2.268 -7.194
H 2.182 3.118 -7.962
H 2.069 0.354 -6.516
H 0.646 1.145 -7.263
H 0.544 0.501 -5.604
C 1.347 -7.046 4.596
S 0.427 -6.456 6.039
O 0.085 -5.016 5.797
C 1.829 -6.498 7.181
H 0.672 -7.065 3.738
H 2.182 -6.373 4.385
H 1.718 -8.056 4.788
H 2.634 -5.860 6.809
H 2.184 -7.526 7.286
H 1.496 -6.130 8.154
*
```

Calculated values
LUMO level, eV: -5.32

Atom charges from the Löwdin analysis, given in e for atoms 1 to 8: number 1, C, carries -0.11; number 2, C, carries -0.25; number 3, C, carries -0.10; number 4, C, carries -0.07; number 5, C, carries -0.20; number 6, C, carries -0.18; number 7, C, carries -0.34; number 8, C, carries -0.10

---

A structure of composition C22H24N2O6, computed with ωB97M-V with the def2-TZVPD basis set.

Geometry as ORCA input:
```
! wB97M-V def2-TZVPD RIJCOSX def2/J DEFGRID3
* xyz 0 1
C 6.336 -1.456 -1.080
N 5.130 -0.811 -0.387
C 5.373 0.457 0.090
H 5.705 1.250 -0.608
H 6.510 0.562 0.810
H 4.784 0.715 0.845
C 4.149 -0.998 -1.041
C 3.326 -2.146 -1.084
H 4.043 -3.017 -1.163
C 2.674 -2.204 0.456
N 1.541 -1.491 0.448
C 1.731 -0.198 1.116
O 2.741 0.482 1.824
C 0.186 0.331 1.328
O 0.003 1.567 1.783
C -0.564 -0.691 0.824
C -1.929 -0.456 0.691
C -2.790 0.468 1.178
C -3.936 1.119 0.187
C -4.674 1.936 0.815
C -4.475 2.525 2.049
C -3.552 1.648 2.936
C -2.799 0.789 2.384
H -2.015 0.249 3.139
H -3.555 2.270 3.679
O -5.397 3.491 2.634
C -5.912 4.336 1.798
C -6.704 3.270 0.480
H -7.243 2.533 1.186
O -5.635 2.563 0.023
H -7.183 3.873 -0.264
H -5.206 5.004 1.102
H -6.786 4.789 2.177
H -3.826 0.901 -0.686
O -2.474 -1.441 -0.203
H -3.612 -1.424 -0.424
C 0.243 -1.544 0.032
C 0.064 -1.907 -1.198
C 0.184 -0.727 -2.292
C 0.026 -1.471 -3.592
C -0.254 -2.659 -3.115
O -0.060 -3.142 -1.907
H -0.268 -3.481 -3.916
H 0.085 -0.760 -4.374
H 0.442 0.331 -2.173
H -0.163 -2.569 0.582
H 3.424 -1.885 1.255
H 2.284 -3.162 0.820
H 2.473 -2.303 -1.869
H 3.483 -0.202 -0.964
H 4.224 -0.766 -2.357
H 7.213 -1.470 -0.526
H 6.519 -0.666 -2.068
H 6.116 -2.411 -1.380
*
```

Calculated values
Energy relative to the best compared isomer or geometry (same formula, charge and spin), eV: 25.775
LUMO level, eV: -1.34

Atom charges from the Löwdin analysis, given in e for atoms 1 to 8: number 1, C, carries 0.00; number 2, N, carries -0.26; number 3, C, carries -0.09; number 4, H, carries 0.09; number 5, H, carries 0.17; number 6, H, carries 0.00; number 7, C, carries -0.55; number 8, C, carries -0.10

---

A structure of composition C27H44CeN3P3Se, computed with ωB97M-V with the def2-TZVPD basis set.

Geometry as ORCA input:
```
! wB97M-V def2-TZVPD RIJCOSX def2/J DEFGRID3
* xyz 3 2
Ce -0.496 -1.351 -0.609
P -0.012 1.640 1.005
P -2.674 0.644 -0.579
P 2.375 -0.213 -0.665
H -1.502 -3.862 -6.383
C -0.810 -4.478 -5.841
C -0.664 -4.413 -4.509
H -1.258 -3.665 -3.975
C 0.384 3.176 0.082
C -1.346 2.375 2.036
C 1.357 1.733 2.224
C -3.181 -0.457 -1.969
C -4.140 0.514 0.527
C -3.039 2.284 -1.307
C 2.902 -1.255 -2.093
C 3.656 -0.666 0.584
C 3.152 1.365 -1.196
H -0.214 -5.180 -6.468
H 0.085 -5.099 -4.077
H 0.578 3.984 0.809
H -0.446 3.419 -0.585
H 1.237 3.015 -0.581
H -0.939 3.248 2.560
H -1.640 1.659 2.813
H -2.196 2.723 1.427
H 1.405 2.754 2.613
H 2.334 1.521 1.773
H 1.163 1.087 3.086
H -4.276 -0.500 -1.967
H -2.828 -1.502 -1.828
H -2.867 -0.047 -2.941
H -4.954 1.177 0.190
H -3.855 0.806 1.547
H -4.482 -0.529 0.568
H -4.117 2.421 -1.465
H -2.522 2.388 -2.265
H -2.694 3.095 -0.658
H 3.966 -1.061 -2.289
H 2.317 -0.983 -2.984
H 2.760 -2.321 -1.863
H 4.558 -1.050 0.088
H 3.282 -1.471 1.230
H 3.951 0.194 1.203
H 4.162 1.173 -1.594
H 3.251 2.063 -0.356
H 2.520 1.856 -1.944
C -0.047 0.648 -4.637
C -0.758 -0.449 -5.115
C -0.473 -0.971 -6.368
C 0.414 -0.329 -7.240
C 0.997 0.873 -6.807
C 0.769 1.374 -5.522
Se -0.075 0.954 -2.776
H -0.081 -1.144 -2.593
H -1.438 -0.953 -4.435
H -0.943 -1.912 -6.638
H 0.658 -0.715 -8.235
H 1.649 1.431 -7.471
H 1.222 2.290 -5.141
N -0.107 1.364 10.292
C -0.109 0.871 9.248
C -0.055 0.338 7.904
C -0.657 1.011 6.842
C -0.676 0.451 5.574
C 0.023 -0.733 5.353
C 0.645 -1.409 6.393
C 0.579 -0.881 7.689
N 0.205 -1.248 4.060
C 1.258 -2.069 3.631
C 1.091 -2.229 2.258
N -0.080 -1.542 1.868
C -0.561 -0.947 2.987
H -1.064 1.994 7.065
H -1.153 0.983 4.770
H 1.171 -2.336 6.184
H 1.043 -1.350 8.555
H 2.068 -2.385 4.251
H 1.724 -2.787 1.577
H -1.482 -0.401 3.106
*
```

Calculated values
Energy relative to the best compared isomer or geometry (same formula, charge and spin), eV: 2.312
LUMO level (alpha / beta), eV: -11.25 / -11.61

Atom charges from the Löwdin analysis, given in e for atoms 1 to 8: number 1, Ce, carries 0.84; number 2, P, carries 0.74; number 3, P, carries 0.70; number 4, P, carries 0.72; number 5, H, carries 0.03; number 6, C, carries -0.06; number 7, C, carries -0.08; number 8, H, carries 0.02

---

A cluster of 2 separate species, C14H24N3 in total, computed with ωB97M-V with the def2-TZVPD basis set.

Geometry as ORCA input:
```
! wB97M-V def2-TZVPD RIJCOSX def2/J DEFGRID3
* xyz 1 1
C -4.721 -0.491 -0.702
N -3.398 -1.056 -0.458
C -3.300 -2.505 -0.318
C -2.325 -0.272 -0.503
C -1.001 -0.746 -0.372
C 0.126 -0.038 -0.792
C 1.426 -0.652 -0.925
C 2.305 -0.147 -1.912
C 3.510 -0.783 -2.190
C 3.879 -1.932 -1.471
C 3.029 -2.426 -0.463
C 1.814 -1.797 -0.182
H -5.443 -1.314 -0.739
H -5.004 0.199 0.109
H -4.744 0.071 -1.649
H -4.328 -2.889 -0.321
H -2.735 -2.957 -1.155
H -2.810 -2.769 0.632
H -2.540 0.790 -0.692
H -0.878 -1.753 0.047
H -0.022 0.911 -1.334
H 1.999 0.733 -2.486
H 4.164 -0.385 -2.972
H 4.834 -2.428 -1.670
H 3.316 -3.310 0.110
H 1.149 -2.170 0.604
C 1.781 2.633 0.113
N 0.793 1.757 0.770
C -0.574 2.257 0.855
N 1.254 1.091 1.883
C 0.808 1.426 3.225
H 1.263 3.518 -0.292
H 2.565 2.955 0.833
H 2.274 2.088 -0.716
H -0.708 3.030 0.084
H -1.263 1.439 0.623
H -0.857 2.646 1.842
H 2.226 0.804 1.793
H 1.041 0.566 3.859
H 1.358 2.286 3.641
H -0.265 1.623 3.292
*
```

Calculated values
Energy relative to the best compared isomer or geometry (same formula, charge and spin), eV: 0.591
LUMO level, eV: -4.04

Atom charges from the Löwdin analysis, given in e for atoms 1 to 8: number 1, C, carries -0.02; number 2, N, carries -0.18; number 3, C, carries -0.02; number 4, C, carries -0.05; number 5, C, carries -0.06; number 6, C, carries -0.03; number 7, C, carries -0.23; number 8, C, carries -0.05

---

Taking the records one at a time from the top gives energy values of -98452.696 -38445.300 -139295.549 -19368.708 eV.